# 1
{"formula": "C34H73Br25FP2", "method": "ωB97M-V with the def2-TZVPD basis set", "species": ["C", "C", "C", "F", "P", "C", "C", "C", "Br", "P", "C", "C", "C", "C", "H", "H", "H", "H", "H", "H", "H", "H", "H", "H", "H", "H", "H", "H", "H", "H", "H", "H", "H", "H", "H", "H", "H", "H", "H", "Br", "C", "C", "Br", "H", "H", "H", "H", "Br", "C", "C", "Br", "H", "H", "H", "H", "Br", "C", "C", "Br", "H", "H", "H", "H", "Br", "C", "C", "Br", "H", "H", "H", "H", "Br", "C", "C", "Br", "H", "H", "H", "H", "Br", "C", "C", "Br", "H", "H", "H", "H", "Br", "C", "C", "Br", "H", "H", "H", "H", "Br", "C", "C", "Br", "H", "H", "H", "H", "Br", "C", "C", "Br", "H", "H", "H", "H", "Br", "C", "C", "Br", "H", "H", "H", "H", "Br", "C", "C", "Br", "H", "H", "H", "H", "Br", "C", "C", "Br", "H", "H", "H", "H"], "positions_angstrom": [[0.56, 0.29, 5.55], [-0.29, -0.82, 4.63], [-0.14, -0.64, 3.03], [1.35, -0.55, 2.75], [-1.11, 0.69, 2.12], [0.29, 2.03, 2.33], [1.25, 2.06, 0.96], [2.56, 3.03, 1.22], [0.24, 2.91, -0.59], [-2.22, 1.40, 3.85], [-2.55, 3.28, 3.81], [-1.37, 4.03, 4.74], [-3.99, 0.61, 3.64], [-4.57, 1.01, 2.13], [0.82, -0.30, 6.56], [-0.15, 1.18, 5.91], [1.52, 0.69, 5.02], [-1.38, -1.02, 5.05], [0.28, -1.84, 4.88], [-0.44, -1.69, 2.54], [-2.14, -0.32, 1.84], [-1.82, 1.67, 1.34], [-0.45, 0.26, 0.88], [0.90, 1.90, 3.31], [-0.17, 3.13, 2.37], [1.65, 0.97, 0.69], [2.28, 4.16, 1.39], [3.22, 2.67, 2.14], [3.24, 2.99, 0.27], [-3.56, 3.51, 4.40], [-2.63, 3.75, 2.74], [-0.67, 3.23, 5.26], [-1.82, 4.75, 5.54], [-0.68, 4.59, 3.94], [-4.73, 1.10, 4.43], [-3.92, -0.56, 3.72], [-4.22, 0.19, 1.33], [-5.74, 1.10, 2.09], [-4.08, 2.02, 1.76], [5.51, 0.67, 0.79], [4.51, -0.96, 1.17], [5.15, -2.16, 0.52], [4.76, -2.21, -1.39], [3.48, -0.79, 0.85], [4.53, -1.06, 2.26], [4.72, -3.09, 0.92], [6.23, -2.19, 0.62], [0.48, -5.29, 6.33], [1.23, -3.94, 7.52], [0.35, -3.74, 8.74], [-1.22, -2.68, 8.31], [1.36, -3.03, 6.93], [2.21, -4.33, 7.81], [0.89, -3.16, 9.50], [0.00, -4.67, 9.18], [4.01, -2.20, -4.69], [3.01, -3.83, -4.31], [3.65, -5.03, -4.96], [3.26, -5.08, -6.88], [1.98, -3.65, -4.63], [3.03, -3.93, -3.22], [3.22, -5.96, -4.57], [4.73, -5.06, -4.86], [1.20, 7.28, 1.49], [2.80, 8.34, 1.84], [4.03, 7.68, 1.25], [4.63, 6.18, 2.34], [2.86, 8.47, 2.93], [2.61, 9.30, 1.37], [4.87, 8.38, 1.25], [3.87, 7.30, 0.24], [-0.80, -2.69, -5.87], [-0.58, -0.81, -6.35], [0.24, -0.07, -5.32], [-0.81, 0.31, -3.72], [-1.58, -0.39, -6.48], [-0.07, -0.82, -7.31], [0.55, 0.90, -5.70], [1.13, -0.63, -4.99], [-9.00, 1.86, 3.68], [-9.52, 0.39, 2.50], [-9.23, -0.95, 3.14], [-7.33, -1.38, 3.07], [-8.99, 0.53, 1.56], [-10.59, 0.51, 2.34], [-9.72, -1.76, 2.59], [-9.53, -1.00, 4.20], [-2.40, 8.17, -2.11], [-1.96, 6.36, -1.55], [-2.83, 5.91, -0.41], [-2.26, 6.71, 1.28], [-0.89, 6.35, -1.31], [-2.13, 5.74, -2.44], [-2.74, 4.83, -0.25], [-3.89, 6.17, -0.54], [3.35, 7.09, -2.17], [4.99, 7.60, -3.10], [5.92, 6.42, -3.27], [6.84, 6.01, -1.60], [5.43, 8.43, -2.54], [4.65, 7.97, -4.08], [6.71, 6.66, -3.98], [5.40, 5.51, -3.59], [2.83, 3.75, 4.66], [3.58, 5.10, 5.85], [2.70, 5.30, 7.06], [1.13, 6.37, 6.63], [3.71, 6.01, 5.25], [4.56, 4.71, 6.14], [3.24, 5.88, 7.83], [2.35, 4.37, 7.50], [2.83, -7.59, -12.57], [3.58, -6.23, -11.38], [2.70, -6.03, -10.16], [1.13, -4.97, -10.60], [3.71, -5.33, -11.97], [4.56, -6.62, -11.09], [3.24, -5.46, -9.40], [2.35, -6.97, -9.72], [-0.45, -9.61, -10.96], [0.52, -10.69, -12.26], [0.66, -12.12, -11.78], [2.03, -12.28, -10.41], [1.48, -10.20, -12.43], [-0.07, -10.64, -13.17], [0.99, -12.77, -12.60], [-0.27, -12.53, -11.36], [-7.91, -6.91, 0.86], [-7.47, -5.53, 2.17], [-8.47, -5.51, 3.31], [-10.14, -4.67, 2.78], [-7.43, -4.58, 1.62], [-6.48, -5.78, 2.53], [-8.09, -4.91, 4.14], [-8.72, -6.51, 3.68]], "homo_lumo_gap_ev": 4.635, "lumo_energy_ev": 1.4, "total_charge": -1}

***

# 2
{"formula": "C34H75Cl2N9O14Tl", "method": "ωB97M-V with the def2-TZVPD basis set", "species": ["Tl", "O", "C", "C", "O", "H", "H", "H", "H", "C", "C", "O", "C", "O", "O", "H", "H", "H", "H", "C", "C", "O", "N", "C", "H", "H", "H", "H", "H", "H", "H", "C", "C", "O", "N", "C", "H", "H", "H", "H", "H", "H", "H", "C", "C", "O", "N", "C", "H", "H", "H", "H", "H", "H", "H", "C", "C", "O", "N", "C", "H", "H", "H", "H", "H", "H", "H", "C", "C", "O", "N", "C", "H", "H", "H", "H", "H", "H", "H", "C", "C", "O", "N", "C", "H", "H", "H", "H", "H", "H", "H", "C", "C", "O", "N", "C", "H", "H", "H", "H", "H", "H", "H", "C", "C", "O", "N", "C", "H", "H", "H", "H", "H", "H", "H", "C", "C", "O", "N", "C", "H", "H", "H", "H", "H", "H", "H", "Cl", "C", "C", "Cl", "H", "H", "H", "H"], "positions_angstrom": [[-0.19, -1.23, 2.46], [1.84, 0.00, 0.56], [1.16, 0.54, -0.44], [-0.35, 1.20, -0.33], [-1.29, 0.47, 0.34], [1.19, -0.14, -1.30], [1.78, 1.38, -0.80], [-0.67, 1.39, -1.36], [-0.37, 2.21, 0.10], [-3.05, 0.15, -2.57], [-3.96, 0.93, -3.48], [-5.12, 0.07, -3.57], [-4.85, -1.12, -2.99], [-5.73, -1.94, -2.90], [-3.61, -1.15, -2.58], [-3.09, 0.53, -1.54], [-2.02, 0.17, -2.92], [-3.56, 1.09, -4.49], [-4.30, 1.89, -3.10], [3.09, 1.33, 5.43], [2.65, 1.04, 4.00], [1.47, 0.77, 3.75], [3.53, 1.05, 3.00], [4.97, 1.21, 3.19], [2.35, 1.11, 6.19], [3.18, 2.41, 5.62], [4.05, 0.89, 5.69], [3.31, 0.88, 2.03], [5.42, 0.30, 3.61], [5.20, 2.07, 3.81], [5.41, 1.34, 2.20], [-5.26, -1.26, 3.72], [-4.38, -1.56, 2.51], [-3.16, -1.38, 2.60], [-5.00, -1.96, 1.42], [-4.23, -2.18, 0.22], [-5.28, -0.17, 3.83], [-4.77, -1.49, 4.67], [-6.26, -1.69, 3.70], [-5.87, -2.46, 1.51], [-3.48, -1.42, 0.01], [-4.96, -2.29, -0.58], [-3.59, -3.06, 0.28], [1.84, -5.90, 3.28], [2.19, -4.55, 2.64], [1.73, -3.45, 2.95], [3.09, -4.67, 1.63], [3.41, -3.52, 0.82], [1.78, -5.87, 4.37], [2.45, -6.74, 2.94], [0.85, -6.23, 2.96], [3.67, -5.49, 1.56], [4.42, -3.19, 1.08], [2.71, -2.69, 0.80], [3.49, -3.72, -0.25], [4.28, 1.48, -3.04], [5.13, 0.80, -2.01], [6.35, 0.80, -2.24], [4.61, 0.25, -0.93], [5.41, -0.42, 0.05], [3.45, 2.03, -2.58], [3.81, 0.71, -3.65], [4.86, 2.22, -3.59], [3.62, 0.15, -0.77], [6.18, 0.30, 0.33], [5.93, -1.33, -0.27], [4.79, -0.47, 0.95], [-5.31, 6.09, -2.32], [-3.90, 5.56, -2.54], [-3.09, 6.07, -3.30], [-3.69, 4.40, -1.91], [-2.38, 3.81, -2.05], [-5.65, 6.80, -3.07], [-5.18, 6.74, -1.46], [-6.06, 5.32, -2.14], [-4.39, 3.92, -1.37], [-1.69, 4.28, -1.35], [-1.85, 3.88, -2.99], [-2.37, 2.74, -1.79], [-2.99, 1.48, 5.77], [-2.28, 1.67, 4.48], [-1.57, 0.77, 4.01], [-2.40, 2.84, 3.83], [-1.72, 3.13, 2.55], [-3.08, 0.40, 5.87], [-3.95, 1.98, 5.90], [-2.22, 1.79, 6.47], [-3.05, 3.56, 4.12], [-2.13, 2.33, 1.94], [-0.64, 3.16, 2.67], [-2.13, 4.09, 2.23], [-4.32, 2.11, 0.76], [-5.51, 1.91, -0.13], [-6.04, 2.88, -0.70], [-5.98, 0.68, -0.26], [-7.19, 0.42, -1.05], [-3.44, 2.17, 0.12], [-4.07, 1.24, 1.37], [-4.40, 2.96, 1.44], [-5.49, -0.11, 0.13], [-7.21, 0.90, -2.03], [-8.06, 0.78, -0.50], [-7.26, -0.65, -1.21], [7.46, -2.72, -4.17], [6.13, -3.29, -3.73], [5.85, -4.47, -3.88], [5.28, -2.40, -3.21], [3.92, -2.72, -2.83], [7.94, -2.18, -3.34], [7.38, -1.90, -4.88], [8.11, -3.50, -4.55], [5.52, -1.55, -2.72], [3.39, -3.12, -3.69], [3.30, -2.01, -2.27], [3.90, -3.60, -2.18], [1.41, -6.27, -2.38], [1.03, -4.96, -3.03], [1.16, -4.72, -4.23], [0.73, -3.95, -2.20], [0.25, -2.63, -2.66], [2.47, -6.51, -2.50], [0.75, -6.97, -2.90], [1.39, -6.35, -1.29], [0.66, -4.24, -1.24], [0.99, -1.83, -2.63], [-0.60, -2.38, -2.03], [-0.08, -2.72, -3.69], [3.27, 4.37, 2.34], [3.38, 4.00, 0.60], [2.19, 4.38, -0.17], [2.00, 6.16, -0.25], [3.58, 2.94, 0.47], [4.19, 4.63, 0.24], [1.28, 3.91, 0.20], [2.18, 4.05, -1.21]], "homo_lumo_gap_ev": 3.588, "lumo_energy_ev": -7.7, "total_charge": 1}

***

# 3
{"formula": "C34H76N8O16", "method": "ωB97M-V with the def2-TZVPD basis set", "species": ["C", "O", "H", "H", "H", "H", "C", "O", "H", "H", "H", "H", "C", "C", "C", "O", "C", "O", "O", "H", "H", "H", "H", "H", "H", "C", "C", "C", "O", "C", "O", "O", "H", "H", "H", "H", "H", "H", "C", "O", "N", "C", "C", "H", "H", "H", "H", "H", "H", "H", "C", "O", "N", "C", "C", "H", "H", "H", "H", "H", "H", "H", "C", "O", "N", "C", "C", "H", "H", "H", "H", "H", "H", "H", "C", "O", "N", "C", "C", "H", "H", "H", "H", "H", "H", "H", "C", "O", "N", "C", "C", "H", "H", "H", "H", "H", "H", "H", "C", "O", "N", "C", "C", "H", "H", "H", "H", "H", "H", "H", "C", "O", "N", "C", "C", "H", "H", "H", "H", "H", "H", "H", "C", "O", "N", "C", "C", "H", "H", "H", "H", "H", "H", "H"], "positions_angstrom": [[-1.43, 4.78, 0.60], [-2.29, 4.36, -0.50], [-0.49, 5.12, 0.18], [-1.91, 5.48, 1.29], [-1.36, 3.91, 1.25], [-1.72, 4.03, -1.20], [0.13, 3.76, -3.62], [-0.37, 4.84, -2.83], [1.16, 3.93, -3.96], [0.00, 2.71, -3.36], [-0.50, 3.76, -4.50], [0.34, 5.16, -2.27], [0.06, 3.73, 3.83], [-1.01, 4.50, 4.65], [-0.50, 5.35, 5.77], [-1.40, 6.47, 5.65], [-1.86, 6.52, 4.41], [-2.46, 7.44, 3.86], [-1.56, 5.52, 3.81], [-0.39, 3.22, 2.98], [0.63, 3.08, 4.49], [0.73, 4.48, 3.40], [-1.79, 3.82, 4.99], [0.57, 5.52, 5.63], [-0.69, 4.74, 6.66], [-1.74, -1.13, 0.44], [-1.34, -0.01, -0.49], [-1.15, 1.34, 0.09], [0.01, 1.73, -0.61], [0.72, 0.63, -1.17], [1.91, 0.64, -1.56], [0.00, -0.38, -0.94], [-0.97, -1.52, 1.11], [-2.03, -2.00, -0.15], [-2.54, -0.94, 1.16], [-2.01, 0.00, -1.35], [-1.04, 1.33, 1.17], [-1.95, 1.97, -0.30], [-1.78, -4.44, -1.88], [-2.96, -4.50, -1.44], [-0.68, -5.00, -1.30], [0.51, -5.08, -2.16], [-0.62, -5.55, 0.02], [-1.61, -3.95, -2.85], [0.49, -4.39, -3.01], [0.49, -6.13, -2.45], [1.41, -4.92, -1.57], [-1.58, -5.68, 0.52], [-0.27, -6.57, -0.16], [-0.05, -4.89, 0.67], [1.67, -0.17, 3.14], [1.07, 0.71, 2.45], [2.67, -1.00, 2.63], [3.08, -1.04, 1.15], [3.57, -1.75, 3.51], [1.46, -0.41, 4.19], [2.12, -1.16, 0.66], [3.54, -2.02, 0.99], [3.76, -0.24, 0.85], [3.44, -2.82, 3.31], [4.61, -1.65, 3.21], [3.64, -1.51, 4.57], [-0.75, -2.50, 4.90], [-1.43, -1.96, 4.07], [0.11, -3.48, 4.60], [0.67, -4.40, 5.65], [0.53, -3.98, 3.25], [-0.68, -2.34, 5.99], [0.08, -4.32, 6.56], [1.74, -4.46, 5.85], [0.54, -5.42, 5.30], [0.12, -3.30, 2.50], [1.62, -4.00, 3.22], [0.03, -4.95, 3.19], [-3.60, 1.39, -5.38], [-2.64, 1.92, -5.84], [-3.94, 1.47, -4.10], [-5.09, 0.92, -3.48], [-3.06, 2.29, -3.17], [-4.40, 0.92, -5.98], [-5.52, 0.14, -4.11], [-5.81, 1.61, -3.03], [-4.70, 0.33, -2.65], [-2.03, 1.95, -3.28], [-3.09, 3.32, -3.52], [-3.33, 2.25, -2.12], [2.24, 4.07, -0.57], [1.82, 5.04, -1.12], [2.60, 4.09, 0.70], [3.03, 2.90, 1.51], [2.73, 5.39, 1.42], [2.30, 3.05, -0.98], [2.35, 2.64, 2.32], [3.94, 3.13, 2.06], [3.09, 1.98, 0.93], [2.47, 5.04, 2.42], [3.81, 5.57, 1.48], [2.24, 6.24, 0.94], [-0.23, -2.28, -5.30], [-0.38, -3.37, -4.87], [0.93, -1.61, -5.20], [1.08, -0.11, -5.29], [2.17, -2.19, -4.69], [-0.98, -1.55, -5.65], [2.06, -0.09, -5.76], [1.25, 0.42, -4.35], [0.23, 0.37, -5.79], [3.08, -1.91, -5.22], [2.45, -1.68, -3.77], [2.19, -3.25, -4.44], [-6.10, -4.76, -0.43], [-6.72, -5.80, -0.69], [-5.50, -4.35, 0.71], [-5.20, -2.87, 0.88], [-5.19, -5.23, 1.84], [-6.02, -3.94, -1.16], [-5.37, -2.60, 1.92], [-5.75, -2.13, 0.30], [-4.21, -2.56, 0.55], [-4.21, -5.13, 2.30], [-5.92, -5.08, 2.64], [-5.27, -6.28, 1.55], [5.80, -1.32, -2.35], [6.44, -2.04, -1.61], [5.51, -0.06, -2.05], [4.82, 0.86, -2.90], [5.80, 0.50, -0.71], [5.43, -1.74, -3.30], [3.90, 1.24, -2.47], [4.75, 0.40, -3.88], [5.50, 1.72, -2.94], [6.80, 0.94, -0.74], [5.31, 1.43, -0.43], [5.72, -0.23, 0.09]], "homo_lumo_gap_ev": [7.066, 1.638], "s_squared": 0.770, "lumo_energy_ev": [-3.2, -8.6], "spin_multiplicity": 2, "total_charge": 1}

***

Listing electronic energy for the structures above in their given order: -66471.980851; -3979.242622; -2982.462646 a.u..